DFT (the ωB97M-V functional and the def2-TZVPD basis) results for the molecule CH2N4O2 at a distorted geometry.

Positions of all 9 atoms, in Å:
C  -0.358  1.515  0.063
N  0.128  0.245  -0.014
N  0.002  2.618  -0.359
N  1.391  -0.012  -0.113
N  2.383  0.748  0.230
O  3.531  0.360  0.086
O  1.635  -1.362  -0.340
H  -1.357  1.469  0.539
H  0.781  -1.792  -0.510

Computed properties:
Kohn-Sham gap (spin up / spin down)	0.2343 / 0.2218	Eh
total energy	-408.48591	a.u.
lowest unoccupied orbital energy (spin up / spin down)	-2.9 / -3.0	eV
ΔE to the lowest compared entry with this formula, charge and spin	786.7	kJ/mol
charge	0
highest occupied orbital energy (spin up / spin down)	-0.33913 / -0.33045	hartree

Mulliken charges, unit e, in atom order:
1. C 0.1641
2. N -0.6754
3. N -0.3306
4. N 1.1006
5. N -0.1155
6. O -0.4224
7. O -0.4749
8. H 0.3337
9. H 0.4203